Entry from the OMol25 dataset: 6 unconnected molecules or ions with the total composition C27H68FO7PS at a distorted geometry (ωB97M-V with the def2-TZVPD basis set).

XYZ file:
```
105
Properties=species:S:1:pos:R:3
C -1.92 0.85 1.22
C -0.52 0.32 0.92
C -0.50 -0.69 -0.24
C 0.69 -0.50 -1.20
C 1.53 -1.76 -1.50
C 1.84 -2.68 -0.31
C 3.33 -2.98 -0.19
P 3.75 -4.25 1.07
S 4.41 -5.76 2.72
O 4.11 -5.22 4.01
O 5.76 -6.18 2.44
F 3.53 -7.09 2.60
H -1.85 1.66 1.94
H -2.34 1.28 0.30
H -2.58 0.07 1.59
H 0.11 1.17 0.67
H -0.11 -0.14 1.82
H -0.54 -1.71 0.15
H -1.42 -0.55 -0.81
H 1.35 0.29 -0.84
H 0.30 -0.15 -2.15
H 2.48 -1.42 -1.91
H 1.05 -2.33 -2.30
H 1.32 -3.63 -0.48
H 1.45 -2.27 0.63
H 3.87 -2.05 -0.01
H 3.68 -3.35 -1.16
H 3.56 -3.44 2.20
H 2.70 -5.13 0.74
H 5.02 -4.57 0.57
C -4.12 -4.34 0.61
C -2.90 -5.07 0.09
O -1.66 -4.49 0.46
C -1.41 -4.40 1.85
C -1.38 -5.74 2.56
H -4.10 -3.30 0.28
H -5.02 -4.81 0.23
H -4.17 -4.35 1.70
H -2.90 -5.05 -1.00
H -2.93 -6.13 0.38
H -2.12 -3.72 2.33
H -0.43 -3.92 1.92
H -2.35 -6.24 2.53
H -1.11 -5.59 3.61
H -0.64 -6.40 2.11
C 3.78 4.12 -2.16
C 2.57 3.22 -1.95
O 2.18 3.07 -0.59
C 1.87 4.25 0.11
C 0.74 5.07 -0.50
H 4.63 3.74 -1.59
H 4.05 4.13 -3.21
H 3.59 5.15 -1.85
H 2.80 2.21 -2.29
H 1.72 3.58 -2.55
H 2.76 4.88 0.24
H 1.58 3.91 1.11
H 1.00 5.45 -1.48
H 0.51 5.92 0.14
H -0.16 4.46 -0.59
C -5.57 1.78 -4.08
C -4.63 1.56 -2.91
O -3.37 1.02 -3.27
C -2.58 1.79 -4.16
C -2.19 3.16 -3.62
H -5.72 0.85 -4.63
H -6.54 2.13 -3.72
H -5.19 2.53 -4.78
H -5.06 0.82 -2.23
H -4.51 2.48 -2.33
H -3.08 1.88 -5.13
H -1.69 1.20 -4.32
H -3.05 3.80 -3.45
H -1.53 3.66 -4.33
H -1.66 3.04 -2.68
C 8.47 2.69 0.10
C 6.96 2.61 -0.09
O 6.56 1.80 -1.19
C 6.94 0.44 -1.13
C 6.32 -0.28 0.06
H 8.95 3.06 -0.80
H 8.70 3.37 0.92
H 8.90 1.72 0.35
H 6.57 3.60 -0.31
H 6.47 2.27 0.83
H 8.02 0.32 -1.14
H 6.56 0.00 -2.05
H 6.67 0.12 1.01
H 6.57 -1.34 0.04
H 5.23 -0.18 0.03
C -7.82 1.82 2.28
C -6.52 1.28 1.70
O -5.36 1.96 2.13
C -5.12 1.95 3.53
C -4.95 0.55 4.11
H -7.92 2.89 2.05
H -8.67 1.29 1.84
H -7.87 1.70 3.36
H -6.53 1.41 0.61
H -6.44 0.21 1.89
H -5.90 2.50 4.06
H -4.19 2.51 3.66
H -5.86 -0.04 4.02
H -4.70 0.62 5.17
H -4.14 0.02 3.60
```

lowest unoccupied orbital energy = 0.4 eV
SMILES = CCCCCCC[PH3]S(=O)(=O)F.CCOCC.CCOCC.CCOCC.CCOCC.CCOCC
calculated total energy = -66271.792 eV
strongest force on any atom = 1.36 eV/Å
E_HOMO = -9.3 eV



Entry from the OMol25 dataset: a molecular structure, C25H45NP2Re at a distorted geometry (ωB97M-V with the def2-TZVPD basis set).

XYZ file:
```
74
Properties=species:S:1:pos:R:3
Re -0.81 -0.20 -2.14
C -2.04 1.50 -0.25
C -2.60 0.65 -1.31
C -2.08 -0.65 0.56
C -1.83 0.69 0.87
C -2.55 -0.74 -0.81
C -1.93 2.98 -0.26
H -1.66 3.38 -1.24
H -1.13 3.27 0.43
H -2.84 3.50 0.08
C -1.43 1.17 2.23
H -1.27 2.26 2.26
H -0.51 0.67 2.57
H -2.22 0.94 2.96
C -2.07 -1.71 1.58
H -2.95 -1.61 2.22
H -1.20 -1.61 2.25
H -2.07 -2.72 1.16
C -3.36 -1.91 -1.30
H -4.38 -1.65 -1.61
H -3.47 -2.63 -0.47
H -2.85 -2.43 -2.12
C -3.49 1.18 -2.39
H -4.44 1.57 -1.98
H -3.74 0.43 -3.15
H -3.02 2.03 -2.90
C 1.07 0.51 -2.41
C 0.04 1.48 -2.79
C -0.29 1.69 -4.29
C -1.05 0.49 -4.92
C -1.35 -0.65 -3.95
C -0.25 -1.54 -3.50
C 1.15 -1.36 -4.11
C 1.91 -0.18 -3.47
H 0.63 1.93 -4.85
H -0.50 0.15 -5.81
H -0.95 2.58 -4.37
H 2.23 0.51 -4.27
H 1.61 0.78 -1.49
H -0.02 2.38 -2.17
H 2.82 -0.55 -2.98
H 1.76 -2.27 -3.94
H -0.53 -2.59 -3.40
H 1.10 -1.24 -5.22
H -2.03 0.87 -5.25
H -2.27 -1.20 -4.15
P 2.31 2.57 0.59
C 2.05 3.20 2.30
H 2.93 3.74 2.68
H 1.85 2.33 2.94
H 1.17 3.86 2.30
C 3.95 1.75 0.72
H 4.72 2.39 1.16
H 4.27 1.44 -0.28
H 3.82 0.85 1.34
C 2.72 4.11 -0.35
H 2.81 3.84 -1.41
H 3.67 4.56 -0.02
H 1.90 4.84 -0.23
P 1.42 -3.40 0.09
C -0.03 -4.08 -0.74
H 0.25 -4.93 -1.38
H -0.48 -3.29 -1.36
H -0.78 -4.44 -0.03
C 2.82 -3.35 -1.06
H 2.42 -2.94 -2.01
H 3.24 -4.35 -1.26
H 3.60 -2.66 -0.68
C 1.54 -3.78 1.85
H 1.99 -4.76 2.07
H 0.51 -3.73 2.25
H 2.15 -2.98 2.32
N 0.75 -0.52 0.25
C 1.03 -1.67 0.18
```

lowest unoccupied orbital energy (spin up / spin down) = -6.0 / -8.2 eV
calculated total energy = -48833.204 eV
multiplicity = 4
<S²> = 3.77
strongest force on any atom = 5.51 eV/Å
E_HOMO (spin up / spin down) = -12.8 / -12.8 eV
total charge = +2